[1]
An isolated molecule of C13H19NO in a non-equilibrium geometry. Source: the OMol25 dataset; level of theory: the ωB97M-V functional and the def2-TZVPD basis.

Cartesian coordinates (Å):
O: -1.25610 0.72096 1.24654
C: -0.95229 -2.55243 -2.49512
C: -1.39791 -3.56600 -1.64655
C: -0.73670 -1.24493 -1.98540
C: -1.61502 -3.23757 -0.32035
C: -0.94580 -0.92601 -0.64526
C: -1.40233 -1.96178 0.18526
N: 0.69099 0.93068 -0.08512
C: 1.77112 0.08204 0.44630
C: -0.73351 0.48890 -0.05368
C: 1.82067 2.70713 -1.37419
C: 1.35176 3.04036 1.12841
C: -1.01329 -0.37205 2.20349
C: -1.63047 -1.69940 1.69885
C: 0.86961 2.42271 -0.17684
H: -0.79349 -2.69363 -3.57537
H: -1.58180 -4.55895 -2.02150
H: -0.41144 -0.44572 -2.61469
H: -1.91344 -4.02429 0.34901
H: 1.94464 0.33526 1.49501
H: 2.70050 0.32303 -0.06121
H: 1.61685 -0.99119 0.34011
H: -1.30978 1.14790 -0.72848
H: 1.41675 2.14768 -2.22175
H: 1.71414 3.77221 -1.61704
H: 2.84145 2.52506 -1.13868
H: 2.34763 2.63589 1.43572
H: 0.66495 2.72277 1.87909
H: 1.37103 4.13199 1.06985
H: -1.46910 -0.12785 3.14006
H: 0.05311 -0.46832 2.40093
H: -1.22285 -2.55515 2.25805
H: -2.72822 -1.63598 1.90974
H: -0.06167 2.92670 -0.42521

The relative energy (zero: lowest compared OMol25 entry of this formula, charge and spin) comes out at 189.1 kJ/mol. Its SMILES is CC(C)N(C)[C@@H]1OCCc2ccccc21. The value obtained for the HOMO-LUMO gap is 8.882 eV. Its LUMO energy is 0.9 eV.

[2]
A cluster of 2 separate species, C3H7BrO3 in total in a non-equilibrium geometry. Source: the OMol25 dataset; level of theory: the ωB97M-V functional and the def2-TZVPD basis.

Cartesian coordinates (Å):
C: 1.98419 0.19198 0.43066
C: 0.00932 1.12719 -0.28442
C: -1.33327 -0.47879 -0.03654
O: -1.00603 -1.18591 1.08375
O: -1.32691 -1.32485 -1.14841
O: 1.25024 0.67815 -0.70996
Br: -3.13661 0.38232 0.17544
H: 1.25197 -0.29480 0.93811
H: 2.27011 1.18100 1.04754
H: 2.89001 -0.34607 -0.02321
H: -0.54478 1.75970 -1.03206
H: -0.18750 1.45490 0.69501
H: -0.91071 -2.11994 0.89487
H: -1.21002 -1.02487 -2.03077

Its multiplicity is 3. The relative energy (zero: lowest compared OMol25 entry of this formula, charge and spin) comes out at 0.0 kJ/mol. The value obtained for the HOMO-LUMO gap (alpha / beta) is 5.615 / 8.131 eV. Its LUMO energy (alpha / beta) is 0.6 / -1.9 eV.

[3]
A structure of composition C31H41F5N3O2PtTe2 in a non-equilibrium geometry. Source: the OMol25 dataset; level of theory: the ωB97M-V functional and the def2-TZVPD basis.

Cartesian coordinates (Å):
Pt: 1.71286 0.64795 -1.24557
C: 2.43543 1.04832 2.79823
C: 1.22936 0.44655 2.15673
O: 0.21756 0.09771 2.82707
N: 1.17924 0.19898 0.85398
Te: -0.71816 -0.46399 0.63583
C: -2.01255 -1.45718 2.56270
C: -1.75229 -2.71896 3.12325
C: -0.38713 -3.33493 3.13013
C: -2.82809 -3.35940 3.69143
C: -4.10787 -2.74847 3.77062
C: -5.23776 -3.46935 4.40899
C: -4.27942 -1.43656 3.30412
C: -3.22901 -0.73241 2.75554
C: -3.36848 0.71262 2.42667
C: -0.11296 -2.44532 -0.03036
C: 1.16921 -3.01845 0.06006
C: 2.29404 -2.51543 0.92882
C: 1.41379 -4.19039 -0.64988
C: 0.44290 -4.82480 -1.41087
C: 0.74277 -6.08081 -2.17403
C: -0.82978 -4.27375 -1.42868
C: -1.13303 -3.10046 -0.74958
C: -2.54721 -2.58579 -0.84080
H: 2.14422 1.92825 3.37078
H: 3.18330 1.31008 2.05419
H: 2.85439 0.33071 3.50431
H: 0.35594 -2.56931 3.35353
H: -0.15297 -3.77287 2.15809
H: -0.32390 -4.11663 3.88411
H: -2.68353 -4.34698 4.11291
H: -4.91630 -4.39332 4.88250
H: -5.98937 -3.70963 3.64991
H: -5.73357 -2.83578 5.14663
H: -5.23604 -0.94130 3.41832
H: -4.15054 1.16730 3.03242
H: -3.64596 0.85689 1.37817
H: -2.42558 1.22846 2.60268
H: 1.91782 -2.07446 1.84659
H: 2.89931 -1.76643 0.41548
H: 2.94962 -3.34337 1.19650
H: 2.40162 -4.63295 -0.58120
H: 1.70901 -6.49705 -1.89669
H: 0.75578 -5.87494 -3.24612
H: -0.02866 -6.83069 -2.00089
H: -1.61777 -4.76843 -1.98625
H: -3.25372 -3.41503 -0.84573
H: -2.69974 -2.02097 -1.76167
H: -2.80632 -1.93529 -0.00821
C: 6.10519 0.03828 -2.28678
C: 4.77688 0.42873 -1.90075
N: 3.73065 0.75432 -1.56911
H: 6.51182 0.74774 -3.00771
H: 6.08645 -0.95337 -2.73929
H: 6.75134 0.01653 -1.40859
F: -1.41969 3.41656 -2.92641
Te: -1.28498 1.87119 -1.59790
F: -3.09642 2.71598 -1.28651
F: -0.81521 1.89181 0.76414
F: -2.58761 0.46936 -0.71521
F: -1.88985 0.98098 -3.12127
O: -0.29373 0.04617 -1.27939
C: -0.99723 5.31482 -0.10769
N: 0.42363 5.44319 -0.54709
C: 0.46548 6.23317 -1.80958
C: 1.21465 4.12099 -0.58141
C: 1.48973 3.49157 -1.93888
C: 2.48816 4.03822 -2.74168
C: 2.69052 3.58570 -4.03713
C: 1.92524 2.54397 -4.55834
C: 1.00281 1.90639 -3.75687
C: 0.81307 2.34081 -2.42945
H: -1.39476 6.30737 0.09487
H: -1.06994 4.70991 0.79418
H: -1.59356 4.87975 -0.90043
H: 0.88637 5.99851 0.17025
H: -0.08646 5.69362 -2.57773
H: 1.48976 6.39876 -2.12899
H: -0.01471 7.19387 -1.63868
H: 0.70184 3.41197 0.07200
H: 2.18066 4.35855 -0.13633
H: 3.10834 4.84128 -2.36049
H: 3.43930 4.06425 -4.65477
H: 2.05754 2.23466 -5.58654
H: 0.40428 1.09244 -4.14918

Its multiplicity is 6. The value obtained for the HOMO-LUMO gap (alpha / beta) is 8.102 / 4.999 eV. Its charge is +2. Its LUMO energy (alpha / beta) is -4.9 / -8.3 eV.

[4]
An isolated molecule of C5H10FN in a non-equilibrium geometry. Source: the OMol25 dataset; level of theory: the ωB97M-V functional and the def2-TZVPD basis.

Cartesian coordinates (Å):
C: -1.01128 0.62119 0.98144
C: 0.32784 -0.01852 1.21224
C: 1.22290 -0.29921 -0.00173
C: 0.79478 -1.06972 -1.23836
C: 0.96152 0.39657 -1.28985
H: -1.74897 -0.16887 -0.71480
H: -2.88512 0.20518 0.36552
H: -0.81312 1.60075 0.53726
H: -1.41887 0.88027 1.96522
H: 0.88083 0.74037 1.79580
H: 2.26584 -0.28124 0.35619
H: 1.55079 -1.68534 -1.77563
H: -0.19889 -1.43688 -1.14134
H: 1.82123 0.75833 -1.86663
H: 0.11215 1.06523 -1.40925
N: -1.97130 -0.19900 0.25236
F: 0.10967 -1.10911 1.97156

The relative energy (zero: lowest compared OMol25 entry of this formula, charge and spin) comes out at 106.4 kJ/mol. Its SMILES is NC[C@@H](F)C1CC1. The value obtained for the HOMO-LUMO gap is 10.605 eV. Its LUMO energy is 1.0 eV.

[5]
A structure of composition C19H43P3SSeY in a non-equilibrium geometry. Source: the OMol25 dataset; level of theory: the ωB97M-V functional and the def2-TZVPD basis.

Cartesian coordinates (Å):
Y: 0.00000 0.00000 0.00000
P: 1.90022 -0.51854 1.12158
P: -0.05762 2.29538 0.41715
P: 1.09218 0.18765 -2.05319
H: -4.71530 -7.69884 -3.63482
C: -3.81008 -7.93994 -4.18608
C: -2.93126 -8.83103 -3.73382
H: -3.08095 -9.35588 -2.79380
C: 1.89565 -1.15927 2.85748
C: 3.26180 0.71695 1.35713
C: 2.84125 -1.92657 0.37967
C: -1.44994 3.28376 -0.28396
C: -0.12596 2.83228 2.18721
C: 1.34806 3.38020 -0.11020
C: 1.17674 -1.37874 -3.00779
C: 2.85269 0.75521 -2.20095
C: 0.38521 1.30834 -3.33833
H: -3.66049 -7.41516 -5.12617
H: -2.02605 -9.07219 -4.28515
H: 1.18046 -1.98046 2.94377
H: 1.61552 -0.37164 3.55990
H: 2.89287 -1.53165 3.11815
H: 2.90538 1.52108 2.00829
H: 3.56016 1.15355 0.40325
H: 4.13568 0.25008 1.82560
H: 2.19388 -2.80732 0.40963
H: 3.76628 -2.13037 0.93118
H: 3.08034 -1.72929 -0.66651
H: -1.42139 4.32524 0.05581
H: -2.40252 2.83112 0.00097
H: -1.38818 3.25339 -1.37575
H: 0.01250 3.91478 2.28760
H: 0.66064 2.31777 2.74741
H: -1.08713 2.55638 2.62684
H: 1.16847 4.41981 0.18620
H: 1.46765 3.34235 -1.19529
H: 2.27698 3.03603 0.34906
H: 1.84646 -1.28333 -3.86983
H: 0.16954 -1.63036 -3.34821
H: 1.52444 -2.18430 -2.35602
H: 3.12945 0.83237 -3.25799
H: 3.54297 0.06641 -1.71007
H: 2.96105 1.74085 -1.73969
H: 1.11693 1.46330 -4.13875
H: 0.13061 2.27689 -2.90040
H: -0.52482 0.85771 -3.73843
C: -2.54540 -1.63669 -2.21692
C: -2.01413 -2.85224 -1.76670
C: -2.40017 -4.05757 -2.35462
C: -3.32233 -4.07647 -3.40097
C: -3.85686 -2.86688 -3.85487
C: -3.47486 -1.66121 -3.27253
Se: -2.10737 0.08972 -1.49208
H: 0.04762 -1.62779 -0.23682
H: -1.29409 -2.83602 -0.95275
H: -1.97351 -4.98869 -1.98818
H: -3.62103 -5.01612 -3.85713
H: -4.57670 -2.86125 -4.66991
H: -3.89572 -0.72603 -3.63328
C: -1.97748 -0.83325 4.00985
S: -1.33025 -0.42169 2.35786
C: -2.96829 0.10389 1.75134
H: -2.80900 -1.56576 3.94089
H: -2.23823 0.08782 4.57227
H: -1.16364 -1.33586 4.57149
H: -3.50032 -0.73936 1.26474
H: -3.58139 0.54272 2.56560
H: -2.83812 0.95654 1.07089

The relative energy (zero: lowest compared OMol25 entry of this formula, charge and spin) comes out at 818.9 kJ/mol. The value obtained for the HOMO-LUMO gap (alpha / beta) is 3.072 / 2.495 eV. Its charge is +3. Its LUMO energy (alpha / beta) is -12.1 / -12.7 eV.

[6]
A cluster of 2 separate species, C6H16N3 in total in a non-equilibrium geometry. Source: the OMol25 dataset; level of theory: the ωB97M-V functional and the def2-TZVPD basis.

Cartesian coordinates (Å):
C: 0.20393 1.08023 0.98289
C: -1.26912 1.19543 0.74735
C: -2.37745 1.44035 1.76020
C: 2.87574 -2.11587 -0.23529
C: 0.51817 -2.49717 -1.10303
C: 1.36902 -1.79502 -0.22613
N: -0.29388 2.26659 0.55042
N: -1.77852 0.64865 -0.50226
N: 0.04400 2.53224 -0.96201
H: 0.75099 0.96451 1.92227
H: -2.06962 1.09832 2.84380
H: -3.26988 0.91725 1.45962
H: -2.64052 2.43705 1.79941
H: 3.34195 -1.81599 -1.21142
H: 2.99582 -3.19185 0.15314
H: 3.28390 -1.44371 0.41130
H: -0.52396 -2.32651 -1.02512
H: 0.62019 -3.56070 -0.82849
H: 0.90566 -2.50440 -2.12677
H: 1.08118 -1.19997 0.64633
H: -0.70036 1.81393 -1.42116
H: -1.14449 -0.07169 -0.89112
H: -2.71601 0.38106 -0.31841
H: 1.01492 2.30410 -1.22791
H: -0.22166 3.44318 -1.19763

The relative energy (zero: lowest compared OMol25 entry of this formula, charge and spin) comes out at 616.1 kJ/mol. The value obtained for the HOMO-LUMO gap (alpha / beta) is 5.163 / 10.188 eV. Its charge is +1. Its LUMO energy (alpha / beta) is -5.4 / -3.1 eV.